1.
91
Properties=species:S:1:pos:R:3:lowdin_spin:R:1 method="wB97M-V/def2-TZVPD" lumo_energy_ev="0.6 / 0.0" multiplicity=4 energy_ev=-83757.4217 relative_energy_kcal_mol=1.58
Tc -0.465 -0.072 0.121 2.2094
C -1.731 -0.045 1.894 -0.0032
C -1.993 1.134 1.141 0.0909
C -2.491 0.685 -0.149 0.0701
Si -1.547 2.802 1.886 0.0206
C -2.545 -0.735 -0.143 0.0352
C -2.057 -1.206 1.143 0.0814
Si -1.701 -2.912 1.856 0.0191
H -1.448 -0.058 2.945 0.0001
H -2.817 1.306 -0.979 0.0125
H -2.950 -1.343 -0.939 0.0054
Cl 2.259 0.311 -4.066 0.0055
C -1.393 -2.934 3.701 0.0021
C -3.042 -4.118 1.391 0.0055
C -1.251 2.758 3.730 0.0010
C -2.888 4.056 1.568 0.0065
H -4.001 -3.732 1.760 0.0013
H -2.849 -5.079 1.890 0.0007
H -3.137 -4.302 0.315 0.0002
H -0.415 -2.510 3.965 0.0002
H -1.416 -3.978 4.047 0.0001
H -2.173 -2.378 4.234 0.0006
H -3.824 3.628 1.946 0.0012
H -3.023 4.334 0.519 0.0002
H -2.663 4.958 2.151 0.0009
H -2.123 2.324 4.229 0.0002
H -1.129 3.793 4.084 0.0001
H -0.356 2.185 3.999 0.0001
C -0.046 -3.289 1.015 0.0008
C 0.086 3.217 1.033 0.0081
P 0.113 -2.361 -0.573 0.0674
H 0.016 -4.379 0.883 -0.0006
H 0.761 -2.975 1.698 0.0000
P 0.217 2.374 -0.593 0.1067
H 0.919 2.878 1.672 0.0001
H 0.150 4.312 0.938 0.0009
C 1.745 3.152 -1.343 0.0248
C -1.138 3.314 -1.538 0.0145
C -1.203 -3.293 -1.588 0.0071
C 1.671 -3.015 -1.358 0.0191
C 2.801 -1.997 -1.433 0.0041
H 1.364 -3.236 -2.393 0.0005
C 2.174 -4.305 -0.696 0.0037
H 2.459 -4.136 0.353 0.0001
H 3.061 -4.667 -1.233 0.0015
H 1.438 -5.117 -0.719 0.0001
H 2.469 -1.075 -1.924 0.0027
H 3.616 -2.401 -2.054 -0.0001
H 3.220 -1.759 -0.446 0.0000
H -2.121 -3.184 -0.995 0.0002
C -0.919 -4.788 -1.763 0.0017
C -1.465 -2.653 -2.954 0.0033
H -0.912 -5.361 -0.827 0.0000
H 0.034 -4.953 -2.282 0.0002
H -1.707 -5.228 -2.392 0.0007
H -1.866 -1.632 -2.878 0.0020
H -2.223 -3.269 -3.467 0.0001
H -0.563 -2.634 -3.579 0.0002
H -2.033 3.136 -0.929 0.0003
C -1.393 2.731 -2.930 0.0038
C -0.922 4.820 -1.665 0.0041
H -0.919 5.364 -0.711 0.0001
H -1.745 5.240 -2.263 0.0014
H 0.008 5.042 -2.208 0.0004
H -1.848 1.727 -2.892 0.0020
H -0.474 2.695 -3.529 0.0003
H -2.105 3.400 -3.448 0.0001
C 2.942 2.212 -1.377 0.0023
C 2.169 4.470 -0.680 0.0063
H 1.442 3.347 -2.384 0.0004
H 2.458 4.316 0.370 0.0002
H 1.397 5.246 -0.710 0.0002
H 3.041 4.875 -1.210 0.0021
H 3.309 1.956 -0.370 0.0001
H 3.760 2.704 -1.929 0.0000
H 2.699 1.297 -1.930 0.0011
C 0.571 0.030 -3.568 0.0330
H 0.474 -0.130 -2.475 0.0349
H -0.012 0.900 -3.909 0.0004
H 0.247 -0.847 -4.144 0.0005
F 4.648 0.058 3.879 0.0003
C 3.492 -0.020 3.153 -0.0002
C 3.561 0.108 1.767 0.0053
C 2.363 0.017 1.059 0.0327
C 1.110 -0.170 1.646 0.0191
C 1.119 -0.311 3.046 -0.0026
C 2.282 -0.217 3.813 -0.0012
H 4.514 0.280 1.267 0.0002
H 2.408 0.100 -0.026 0.0144
H 0.204 -0.493 3.590 0.0002
H 2.253 -0.292 4.896 -0.0001

***

2.
91
Properties=species:S:1:pos:R:3:lowdin_charge:R:1 method="wB97M-V/def2-TZVPD" lumo_energy_ev="2.7 / 2.7" total_charge=-1 energy_ev=-152592.9379
Ni -0.018 -0.424 0.235 -0.0038
C -2.285 -0.431 -2.730 -0.1217
C -3.116 -0.691 -1.474 -0.5420
C -3.349 -2.186 -1.294 -0.1440
P -2.210 -0.020 -0.025 1.0797
C -3.376 -0.215 1.407 -0.5145
C -2.945 0.735 2.529 -0.1232
C -4.850 0.005 1.082 -0.1162
C -2.193 1.773 -0.293 -0.2829
C -3.206 2.507 -0.897 -0.0659
C -3.116 3.880 -1.085 -0.3001
C -4.204 4.660 -1.775 -0.0734
C -1.947 4.498 -0.642 -0.0612
C -0.922 3.796 -0.038 -0.0351
C -1.011 2.399 0.164 -0.3079
N -0.033 1.597 0.681 -0.0441
C 1.045 2.120 1.366 -0.3427
C 1.000 3.209 2.251 -0.0521
C 2.139 3.629 2.921 -0.0574
C 3.368 3.004 2.747 -0.2908
C 4.593 3.445 3.503 -0.0694
C 3.411 1.917 1.876 -0.0529
C 2.282 1.467 1.213 -0.2909
P 2.214 0.041 0.084 1.0927
C 2.899 0.830 -1.453 -0.5202
C 1.874 1.855 -1.944 -0.1201
C 3.214 -0.156 -2.575 -0.1211
C 3.534 -1.080 0.724 -0.5153
C 3.297 -1.390 2.207 -0.1191
C 3.558 -2.410 -0.038 -0.1303
H -2.770 -0.889 -3.597 0.0723
H -1.299 -0.886 -2.605 0.0573
H -2.161 0.636 -2.926 0.0640
H -4.073 -0.165 -1.552 0.0873
H -2.378 -2.672 -1.172 0.0143
H -3.853 -2.597 -2.174 0.0799
H -3.961 -2.418 -0.418 0.0572
H -3.233 -1.251 1.737 0.1009
H -3.262 1.754 2.294 0.0800
H -1.862 0.768 2.658 0.0357
H -3.407 0.446 3.477 0.0775
H -5.009 1.016 0.700 0.0676
H -5.453 -0.102 1.989 0.0755
H -5.226 -0.705 0.346 0.0595
H -4.092 1.989 -1.253 0.0988
H -5.113 4.063 -1.867 0.0669
H -3.907 4.962 -2.784 0.0718
H -4.459 5.570 -1.227 0.0687
H -1.825 5.567 -0.789 0.1059
H -0.027 4.327 0.256 0.0958
H 0.060 3.718 2.426 0.1074
H 2.064 4.469 3.606 0.1042
H 4.503 4.482 3.829 0.0669
H 5.490 3.366 2.886 0.0702
H 4.757 2.832 4.394 0.0751
H 4.355 1.399 1.731 0.1099
H 3.814 1.355 -1.156 0.1065
H 0.943 1.356 -2.225 0.0734
H 2.263 2.382 -2.820 0.0744
H 1.628 2.594 -1.180 0.0598
H 2.361 -0.812 -2.768 0.0809
H 4.078 -0.777 -2.350 0.0514
H 3.432 0.393 -3.495 0.0704
H 4.498 -0.570 0.602 0.0971
H 2.619 -2.242 2.282 0.0619
H 2.865 -0.567 2.775 0.0436
H 4.240 -1.677 2.682 0.0778
H 2.543 -2.824 -0.034 0.0258
H 4.240 -3.104 0.463 0.0765
H 3.879 -2.320 -1.073 0.0471
N 0.451 0.041 3.848 -0.0320
N 0.098 -0.830 2.772 -0.0429
H -0.227 0.002 4.601 0.0595
H 0.474 0.990 3.493 0.0334
H -0.893 -1.038 2.758 0.0418
H 0.589 -1.704 2.879 0.0238
C -0.409 -4.071 2.483 -0.2567
Ge -0.384 -3.915 0.483 0.6269
C 0.898 -5.326 -0.096 -0.2458
C -2.125 -4.878 0.120 -0.2719
C 0.024 -2.256 -0.274 -0.4617
H -0.669 -5.090 2.784 0.0016
H -1.154 -3.404 2.925 -0.0117
H 0.571 -3.840 2.909 -0.0108
H 0.630 -6.295 0.334 -0.0006
H 1.920 -5.084 0.200 -0.0118
H 0.875 -5.419 -1.185 0.0045
H -2.091 -5.893 0.531 -0.0054
H -2.312 -4.949 -0.955 -0.0008
H -2.974 -4.358 0.574 -0.0129
H 0.641 -2.391 -1.170 -0.0981

***

3.
91
Properties=species:S:1:pos:R:3:lowdin_spin:R:1 method="wB97M-V/def2-TZVPD" lumo_energy_ev="-2.5 / -2.4" total_charge=+1 multiplicity=5 energy_ev=-71900.7361
Pm 0.107 -1.061 0.859 4.0901
C -0.407 -3.286 2.121 -0.0088
C 0.944 -3.369 1.653 -0.0116
C 0.860 -1.800 3.355 -0.0107
C -0.455 -2.304 3.161 -0.0080
C 1.726 -2.429 2.401 -0.0073
C -1.593 -4.010 1.580 0.0001
H -1.318 -4.671 0.753 0.0000
H -2.380 -3.327 1.215 0.0000
H -2.059 -4.635 2.357 0.0000
C -1.686 -1.817 3.853 0.0001
H -2.516 -2.517 3.706 0.0000
H -2.022 -0.826 3.507 0.0000
H -1.527 -1.725 4.936 0.0000
C 1.260 -0.760 4.346 -0.0010
H 0.606 -0.758 5.231 -0.0001
H 1.223 0.260 3.938 -0.0004
H 2.291 -0.928 4.693 -0.0001
C 3.141 -2.034 2.149 0.0010
H 3.809 -2.369 2.958 0.0002
H 3.266 -0.937 2.082 0.0003
H 3.525 -2.470 1.217 0.0001
C 1.415 -4.181 0.496 -0.0010
H 1.871 -5.121 0.836 -0.0006
H 2.181 -3.662 -0.097 -0.0001
H 0.597 -4.460 -0.181 0.0000
C -1.479 0.243 -4.841 -0.0001
C -1.555 -1.103 -4.854 0.0000
C -0.832 -1.957 -5.838 0.0000
C 0.683 -1.619 -5.957 0.0000
C 1.315 -0.980 -4.753 0.0000
C 1.561 0.341 -4.652 0.0000
C 0.832 1.394 -5.426 0.0000
C -0.677 1.120 -5.753 0.0000
H -1.288 -1.820 -6.835 0.0000
H 0.830 -0.993 -6.852 0.0000
H -0.953 -3.027 -5.587 0.0000
H -0.777 0.808 -6.804 0.0000
H -2.194 0.806 -4.230 0.0000
H -2.299 -1.629 -4.247 0.0000
H -1.158 2.111 -5.683 0.0000
H 0.898 2.350 -4.868 0.0000
H 2.405 0.717 -4.069 0.0000
H 1.346 1.588 -6.386 0.0000
H 1.211 -2.569 -6.134 0.0000
H 1.704 -1.684 -4.007 0.0000
P -1.484 -0.446 -1.315 -0.0061
P 2.023 0.641 -0.420 -0.0060
C -0.319 0.693 -2.220 0.0009
C 0.844 1.491 -1.577 0.0000
H -0.934 1.424 -2.767 0.0001
H 0.063 -0.001 -2.980 0.0000
H 1.486 1.870 -2.388 -0.0001
H 0.432 2.356 -1.034 -0.0001
C 2.814 2.026 0.465 -0.0008
H 3.820 1.722 0.788 0.0000
H 2.216 2.293 1.349 -0.0001
H 2.891 2.896 -0.199 -0.0002
C 3.331 0.024 -1.537 -0.0008
H 3.699 0.831 -2.184 -0.0002
H 2.946 -0.795 -2.163 0.0000
H 4.164 -0.356 -0.928 0.0000
C -3.151 -0.253 -1.988 -0.0017
H -3.790 -1.019 -1.528 0.0000
H -3.233 -0.350 -3.069 -0.0004
H -3.544 0.728 -1.689 0.0000
C -0.761 -2.100 -1.865 -0.0011
H 0.233 -2.338 -1.435 -0.0003
H -0.618 -2.133 -2.956 -0.0002
H -1.451 -2.912 -1.598 0.0001
C -0.305 4.328 2.588 -0.0002
C -0.345 3.132 3.540 -0.0012
C 0.370 3.512 4.815 -0.0001
O 0.395 2.066 2.912 -0.0036
B -0.533 1.189 2.352 -0.0162
O -1.842 1.504 2.695 -0.0022
C -1.793 2.528 3.699 -0.0010
C -2.015 1.900 5.069 -0.0001
C -2.934 3.484 3.423 -0.0001
H 0.746 4.594 2.395 0.0000
H -0.791 5.209 3.032 0.0000
H -0.794 4.113 1.625 0.0000
H 1.399 3.808 4.574 0.0000
H -0.127 4.365 5.300 -0.0001
H 0.416 2.680 5.527 0.0000
H -2.019 2.680 5.843 0.0000
H -2.994 1.405 5.090 0.0000
H -1.247 1.156 5.328 0.0000
H -2.866 3.924 2.422 0.0000
H -3.880 2.934 3.499 0.0000
H -2.951 4.294 4.163 0.0000

***

4.
102
Properties=species:S:1:pos:R:3:lowdin_charge:R:1 method="wB97M-V/def2-TZVPD" lumo_energy_ev=1.5 total_charge=-1 energy_ev=-226987.8713
C 0.774 -2.132 3.671 -0.1183
C -0.063 -1.097 3.460 -0.3259
Nb -1.944 -1.115 2.253 1.3398
S -2.653 -3.243 3.404 0.1670
C -0.789 -2.365 0.747 -0.4290
C -1.567 -3.580 0.165 -0.3976
C -1.160 -3.740 -1.322 -0.4495
S 0.658 -4.088 -1.435 0.8606
C 1.323 -2.717 -2.341 -1.0987
S 1.913 -2.844 -3.845 0.6747
N 1.377 -1.471 -1.688 -0.1592
C 0.788 -0.293 -2.051 -0.1291
C 1.082 0.656 -1.151 -0.1055
N 1.888 0.051 -0.178 0.0852
C 2.050 -1.159 -0.518 -0.2076
N -2.769 0.174 3.720 -0.2661
C -2.366 1.596 3.651 -0.4043
C -2.997 2.326 2.439 -0.1342
C -3.768 -1.067 0.872 -0.7776
Br -3.359 -0.852 -1.053 0.6260
C -5.076 -1.132 1.122 -0.9020
C -6.180 -1.040 0.086 -0.2204
Br -5.696 -1.367 2.917 0.6479
H 0.560 -3.017 4.280 0.0396
H 1.777 -2.082 3.235 0.0262
H 0.198 -0.125 3.902 0.0328
H -1.291 0.342 1.368 -0.0442
H -1.670 -3.535 4.284 -0.2965
H -0.572 -1.701 -0.105 -0.0103
H 0.178 -2.729 1.104 0.0110
H -2.653 -3.508 0.275 0.0557
H -1.223 -4.491 0.672 0.0817
H -1.652 -4.574 -1.830 0.0658
H -1.310 -2.787 -1.832 0.0276
H 0.176 -0.102 -2.922 0.1176
H 0.786 1.691 -1.127 0.0874
H 2.638 -1.896 0.014 0.1227
H -2.489 -0.217 4.616 0.0133
H -1.273 1.662 3.555 0.0628
H -2.643 2.138 4.569 0.0852
H -3.616 1.643 1.850 0.0408
H -2.179 2.615 1.769 0.0367
H -3.516 3.249 2.714 0.0559
H -6.059 -0.159 -0.545 0.0447
H -6.186 -1.968 -0.496 0.0699
H -7.161 -0.979 0.566 0.0428
O 2.896 -3.709 2.304 0.0809
C 3.371 -4.573 2.986 -0.5196
O 3.613 -4.321 4.286 -0.0018
C 3.999 -5.320 5.230 -0.2351
C 5.499 -5.541 5.219 -0.0635
C 3.788 -5.900 2.397 0.0202
H 3.440 -6.243 5.071 0.1131
H 3.696 -4.937 6.203 0.1231
H 5.842 -5.911 4.252 0.0664
H 5.784 -6.263 5.985 0.0787
H 6.020 -4.602 5.406 0.0853
H 4.786 -5.801 1.972 0.0951
H 3.086 -6.154 1.605 0.0922
H 3.774 -6.724 3.107 0.0692
O -1.066 3.455 -0.616 0.0970
C -1.837 3.975 -1.373 -0.5150
O -1.702 5.287 -1.657 0.0025
C -2.450 5.938 -2.686 -0.2556
C -3.798 6.411 -2.176 -0.0651
C -3.013 3.223 -1.955 0.0189
H -2.534 5.307 -3.558 0.0683
H -1.855 6.800 -2.986 0.1231
H -4.420 5.576 -1.852 0.0654
H -4.332 6.956 -2.956 0.0759
H -3.671 7.067 -1.313 0.0788
H -3.839 3.242 -1.245 0.0959
H -2.717 2.189 -2.122 0.0617
H -3.344 3.612 -2.916 0.0684
O -1.014 4.763 -4.884 0.1079
C -1.239 4.361 -5.992 -0.5044
O -2.311 4.836 -6.659 0.0019
C -2.565 4.568 -8.040 -0.2386
C -3.302 3.258 -8.226 -0.0646
C -0.405 3.268 -6.616 0.0192
H -1.642 4.613 -8.621 0.1124
H -3.190 5.390 -8.387 0.1209
H -2.712 2.412 -7.875 0.0689
H -3.540 3.099 -9.278 0.0806
H -4.229 3.262 -7.652 0.0843
H -0.776 2.302 -6.277 0.0998
H 0.622 3.391 -6.279 0.0941
H -0.384 3.291 -7.703 0.0688
O 7.261 -1.136 3.771 0.0873
C 6.477 -0.592 3.037 -0.5310
O 6.564 0.735 2.844 -0.0048
C 5.799 1.434 1.850 -0.2332
C 4.425 1.811 2.363 -0.0618
C 5.339 -1.343 2.397 0.0129
H 5.751 0.861 0.923 0.1119
H 6.366 2.338 1.628 0.1173
H 3.831 0.931 2.609 0.0672
H 3.882 2.389 1.615 0.0825
H 4.513 2.404 3.274 0.0797
H 4.506 -1.400 3.097 0.0952
H 5.678 -2.351 2.166 0.0879
H 4.997 -0.909 1.460 0.0679